(1)
Below is an isolated molecule of C29H47BN2O7S, with properties calculated with the ωB97M-V functional and the def2-TZVPD basis.

Its total energy is -59635.990 eV. As for the SMILES: C#C[C@H](O[C@](COCCC)(CC(=O)c1ccccc1)[C@@](COCCC)(CSCC)NCCOC=O)B(O)N(C)C. As for the HOMO energy: -8.31 eV. As for the strongest force on any atom: 9.97 eV/A. Its gap between HOMO and LUMO is 7.7263 eV.

Element x y z (Å)
C -1.27 1.88 4.19
C -1.63 1.08 3.06
C -1.86 0.15 1.68
O -1.87 0.89 0.46
C -0.79 0.67 -0.50
C -1.43 1.31 -1.91
O -1.17 0.51 -3.10
C -2.27 0.66 -4.09
C -2.13 -0.38 -5.38
C -0.62 -1.02 -5.55
C -0.40 -0.89 -0.80
C -1.72 -1.88 -1.05
O -2.94 -1.46 -1.35
C -1.35 -3.51 -0.95
C -1.64 -4.61 -2.14
C -1.15 -6.18 -1.87
C -0.40 -6.71 -0.51
C -0.13 -5.62 0.68
C -0.61 -4.07 0.43
C 0.49 1.59 0.07
C 1.41 0.84 1.19
O 2.72 0.33 0.67
C 3.20 -0.79 1.51
C 3.77 -0.29 2.99
C 5.12 0.64 2.71
C 1.47 2.21 -1.06
S 2.00 1.09 -2.46
C 3.00 2.12 -3.67
C 4.47 2.51 -3.04
N -0.23 2.80 0.71
C 0.71 3.90 1.10
C 0.00 4.85 2.28
O 1.00 5.44 3.19
C 1.46 4.37 4.09
O 1.16 4.41 5.40
B -3.42 -0.45 1.89
O -4.52 0.34 1.25
N -3.77 -1.70 2.66
C -2.74 -2.08 3.70
C -4.18 -2.86 1.78
H -0.57 2.40 4.99
H -1.16 -0.76 1.82
H -2.62 1.36 -1.80
H -1.12 2.46 -2.04
H -2.28 1.77 -4.52
H -3.34 0.46 -3.65
H -2.45 0.24 -6.34
H -2.94 -1.23 -5.22
H 0.15 -0.14 -5.66
H -0.64 -1.75 -6.49
H -0.31 -1.65 -4.61
H 0.14 -1.39 0.13
H 0.31 -1.09 -1.71
H -2.14 -4.27 -3.14
H -1.33 -6.98 -2.74
H -0.03 -7.81 -0.33
H 0.42 -5.85 1.71
H -0.40 -3.25 1.26
H 0.91 -0.10 1.70
H 1.73 1.54 2.11
H 2.43 -1.66 1.65
H 4.14 -1.27 0.95
H 2.94 0.30 3.58
H 4.13 -1.24 3.60
H 4.80 1.65 2.16
H 5.96 0.06 2.12
H 5.57 0.90 3.77
H 0.91 3.14 -1.57
H 2.48 2.62 -0.59
H 3.10 1.58 -4.72
H 2.43 3.15 -3.85
H 4.97 3.43 -3.58
H 5.16 1.56 -3.12
H 4.30 2.81 -1.92
H -0.88 3.25 0.00
H 0.80 4.63 0.15
H 1.80 3.59 1.37
H -0.51 5.76 1.72
H -0.86 4.27 2.82
H 2.14 3.52 3.60
H -5.40 0.08 1.68
H -3.21 -2.99 4.32
H -1.76 -2.53 3.19
H -2.44 -1.22 4.43
H -4.92 -2.40 0.96
H -3.31 -3.38 1.19
H -4.84 -3.67 2.35

(2)
Below is a structure of composition C29H48BrNOP2Pd, with properties calculated with the ωB97M-V functional and the def2-TZVPD basis.

The net charge is +2. Its total energy is -126471.525 eV. The energy above the lowest of the compared OMol25 structures with the same formula, charge and spin is 0.0 kJ/mol. As for the spin multiplicity: 3. As for the HOMO energy (spin up / spin down): -13.25 / -14.47 eV. As for the strongest force on any atom: 1.81 eV/A. Its gap between HOMO and LUMO (spin up / spin down) is 6.3779 / 5.1746 eV. The expectation value of S² is 2.0544.

Element x y z (Å)
N 2.74 -0.29 -6.36
C 3.40 0.24 -5.33
C 3.48 -0.40 -4.09
C 2.75 -1.61 -3.90
C 2.18 -2.21 -5.05
C 2.16 -1.47 -6.25
C 2.53 -2.14 -2.57
Pd -1.47 -1.42 1.44
P -1.79 0.21 3.43
C 1.55 -3.06 -2.31
C 1.17 -3.52 -1.00
C 0.00 -4.34 -0.86
C -0.82 -4.08 0.23
C -0.34 -3.03 1.03
C 1.02 -2.80 1.28
C 1.79 -2.93 0.13
Br -1.95 -3.01 3.19
H 3.17 -1.73 -1.78
H 1.05 -3.53 -3.15
H 4.05 0.04 -3.28
H 1.77 -3.21 -5.05
H 3.88 1.21 -5.47
H 1.63 -1.87 -7.11
H -0.26 -5.06 -1.62
H 2.81 -2.53 0.07
H -1.76 -4.59 0.42
H 1.38 -2.48 2.26
P -2.13 -0.24 -0.47
C -0.28 0.08 4.48
C -0.49 -0.29 5.95
H 0.21 1.07 4.41
H 0.38 -0.65 3.99
H 0.49 -0.37 6.43
H -1.03 0.50 6.49
H -1.01 -1.26 6.05
C -3.28 -0.37 4.36
C -3.68 0.26 5.68
H -3.10 -1.45 4.50
H -4.11 -0.30 3.65
H -4.42 -0.38 6.17
H -2.85 0.35 6.39
H -4.14 1.25 5.55
C -2.01 2.02 3.27
C -1.98 2.87 4.54
H -2.96 2.17 2.74
H -1.22 2.36 2.59
H -2.16 3.92 4.27
H -2.76 2.58 5.25
H -1.01 2.82 5.05
C -2.00 1.56 -0.78
C -2.94 2.47 0.01
H -2.15 1.73 -1.86
H -0.95 1.82 -0.55
H -3.30 3.28 -0.63
H -3.82 1.93 0.40
H -2.42 2.94 0.84
C -3.87 -0.68 -0.82
C -4.15 -2.18 -0.91
H -4.17 -0.16 -1.74
H -4.43 -0.24 0.02
H -5.24 -2.33 -0.87
H -3.79 -2.61 -1.85
H -3.70 -2.73 -0.07
C -1.15 -1.04 -1.80
C -0.23 -0.11 -2.58
H -1.85 -1.57 -2.47
H -0.56 -1.83 -1.30
H 0.33 -0.68 -3.33
H -0.79 0.69 -3.09
H 0.51 0.35 -1.89
C 3.41 1.87 1.21
C 2.83 3.23 0.73
C 1.40 2.90 0.26
O 1.17 1.48 0.32
C 2.34 0.82 0.85
H 4.36 1.64 0.71
H 3.57 1.89 2.29
H 3.41 3.63 -0.10
H 2.80 3.97 1.54
H 0.65 3.40 0.88
H 1.23 3.24 -0.78
H 2.72 0.11 0.09
H 2.03 0.23 1.73

(3)
Below is a structure of composition C29H48CeCl2N3O4SiTe, with properties calculated with the ωB97M-V functional and the def2-TZVPD basis.

Its total energy is -96656.269 eV. The energy above the lowest of the compared OMol25 structures with the same formula, charge and spin is 699.3 kJ/mol. As for the spin multiplicity: 2. As for the HOMO energy (spin up / spin down): -5.36 / -5.36 eV. As for the strongest force on any atom: 5.13 eV/A. Its gap between HOMO and LUMO (spin up / spin down) is 5.1653 / 5.1324 eV. The expectation value of S² is 0.7507.

Element x y z (Å)
C 4.21 -1.32 -2.42
C 4.21 0.02 -1.75
H 4.83 -1.44 -3.28
H 3.16 -1.57 -2.69
H 4.45 -2.09 -1.66
C 4.61 1.17 -2.33
C 5.16 1.21 -3.73
H 4.51 2.14 -1.81
H 4.56 0.60 -4.40
H 6.19 0.86 -3.77
H 5.13 2.23 -4.10
Ce -2.13 0.29 -0.91
Cl -3.58 -0.49 -2.80
C -0.12 1.93 1.97
O -0.79 1.51 0.98
N -0.29 3.15 2.50
C -1.11 4.15 1.84
C 0.44 3.60 3.68
H 0.62 1.29 2.49
H -1.81 3.69 1.14
H -0.48 4.88 1.30
H -1.66 4.70 2.61
H 0.96 2.76 4.14
H -0.29 4.03 4.39
H 1.17 4.38 3.41
H -5.16 -0.53 2.84
H -4.24 -3.29 2.90
C -5.61 -0.92 1.91
C -4.65 -3.27 1.88
N -4.71 -1.92 1.35
H -5.64 -0.10 1.19
C -3.69 -1.32 0.71
O -3.61 -0.04 0.65
H -4.00 -3.89 1.25
H -2.88 -1.94 0.30
H -6.61 -1.36 2.05
H -5.66 -3.70 1.89
H 1.56 0.36 -3.36
H 2.65 3.32 -3.56
C 0.95 0.99 -4.02
C 1.64 3.41 -3.98
N 0.80 2.34 -3.47
H -0.02 0.51 -4.17
C -0.05 2.55 -2.45
O -0.67 1.59 -1.92
H 1.21 4.37 -3.69
H -0.21 3.57 -2.11
H 1.46 1.11 -4.99
H 1.69 3.32 -5.07
O 2.44 -0.72 -1.03
C 3.37 0.03 -0.48
C 2.53 2.54 -0.34
C 3.04 1.39 0.24
H 2.07 2.50 -1.34
C 2.58 3.79 0.33
H 3.91 -0.60 0.29
C 3.41 1.46 1.59
H 2.24 4.70 -0.17
C 3.11 3.87 1.61
C 3.51 2.70 2.26
H 3.68 0.55 2.11
H 3.21 4.84 2.11
H 3.93 2.74 3.27
Si -0.53 -3.78 -2.21
Cl -0.42 -1.33 -1.58
C -1.73 -3.63 -3.65
C -1.36 -4.60 -0.76
C 0.89 -4.76 -2.88
H -1.57 -2.74 -4.29
H -2.76 -3.58 -3.26
H -1.60 -4.55 -4.28
H 1.15 -4.40 -3.89
H 0.45 -5.76 -2.93
H 1.78 -4.74 -2.22
H -1.28 -4.06 0.21
H -0.87 -5.60 -0.63
H -2.42 -4.77 -1.02
Te -0.33 -1.80 1.72
C -1.52 -1.66 3.40
C -1.72 -2.72 4.33
C -2.71 -2.58 5.31
C -3.46 -1.40 5.40
C -3.24 -0.35 4.50
C -2.24 -0.46 3.53
H -1.11 -3.62 4.24
H -2.90 -3.39 6.01
H -4.23 -1.28 6.17
H -3.83 0.56 4.55
H -2.00 0.37 2.86

(4)
Below is a structure of composition C29H49AgN2O14, with properties calculated with the ωB97M-V functional and the def2-TZVPD basis.

The net charge is +1. Its total energy is -66492.702 eV. The energy above the lowest of the compared OMol25 structures with the same formula, charge and spin is 810.1 kJ/mol. As for the spin multiplicity: 2. As for the HOMO energy (spin up / spin down): -8.77 / -8.77 eV. As for the strongest force on any atom: 6.81 eV/A. Its gap between HOMO and LUMO (spin up / spin down) is 3.5775 / 1.5515 eV. The expectation value of S² is 0.7540.

Element x y z (Å)
Ag -8.13 31.54 -26.58
N -4.74 28.07 -26.13
O -3.84 27.34 -25.84
O -5.01 28.21 -27.37
O -5.35 28.85 -25.31
C -9.92 17.76 -27.26
C -9.26 19.16 -27.52
C -9.65 19.98 -26.27
C -8.92 21.38 -26.13
C -7.44 21.12 -26.35
C -6.93 20.22 -27.52
N -7.80 19.02 -27.71
O -7.49 18.30 -28.82
C -6.91 21.11 -28.85
C -5.47 19.81 -27.04
C -9.96 19.72 -28.74
H -10.07 17.17 -28.16
H -10.90 17.85 -26.78
H -9.23 17.17 -26.67
H -10.67 20.33 -26.38
H -9.59 19.36 -25.37
H -9.11 21.73 -25.12
H -9.36 22.14 -26.77
H -7.01 20.80 -25.39
H -6.93 22.09 -26.38
H -6.64 22.15 -28.63
H -6.06 21.02 -29.52
H -7.66 21.08 -29.64
H -4.81 20.66 -26.87
H -5.56 19.26 -26.10
H -4.95 19.33 -27.87
H -9.58 20.68 -29.08
H -11.04 19.75 -28.61
H -9.82 19.04 -29.58
H -7.17 17.49 -28.43
O 3.27 29.88 -30.50
C 2.19 29.46 -30.07
O 1.30 30.21 -29.35
C 0.23 29.43 -28.88
C 0.45 28.00 -29.30
C 1.60 28.10 -30.31
H -0.68 29.84 -29.32
H 0.16 29.50 -27.79
H -0.41 27.64 -29.86
H 0.57 27.31 -28.47
H 1.18 28.07 -31.32
H 2.35 27.36 -30.01
O -6.08 27.55 -18.93
C -5.87 26.34 -19.17
O -6.04 25.42 -18.12
C -5.71 24.20 -18.50
C -5.85 24.21 -19.99
C -5.46 25.67 -20.38
H -6.35 23.51 -17.96
H -4.69 23.94 -18.24
H -6.81 24.04 -20.48
H -5.16 23.55 -20.51
H -6.13 25.98 -21.19
H -4.40 25.90 -20.50
O -8.59 30.04 -31.38
C -8.59 29.26 -32.35
O -8.54 29.63 -33.56
C -8.45 28.54 -34.43
C -9.01 27.35 -33.64
C -8.55 27.75 -32.26
H -7.38 28.42 -34.58
H -8.87 28.76 -35.41
H -8.55 26.49 -34.12
H -10.06 27.21 -33.86
H -7.47 27.59 -32.24
H -8.99 27.38 -31.34
O 2.09 28.19 -20.91
C 1.67 27.10 -21.40
O 1.75 26.02 -20.64
C 1.29 24.91 -21.37
C 1.25 25.30 -22.89
C 1.15 26.80 -22.86
H 0.33 24.57 -20.97
H 1.96 24.08 -21.15
H 0.32 24.99 -23.37
H 2.08 24.86 -23.44
H 0.19 27.25 -23.12
H 1.99 27.19 -23.45
O -4.28 33.83 -24.73
C -3.30 33.96 -24.03
O -2.14 34.48 -24.50
C -1.30 34.85 -23.39
C -1.71 34.06 -22.24
C -3.11 33.57 -22.57
H -1.41 35.92 -23.18
H -0.22 34.77 -23.48
H -1.83 34.68 -21.35
H -1.05 33.26 -21.92
H -3.81 34.08 -21.91
H -3.34 32.52 -22.39

(5)
Below is a structure of composition C29H49AlCaClF4KNNaO17P4, with properties calculated with the ωB97M-V functional and the def2-TZVPD basis.

Its total energy is -173475.229 eV. As for the HOMO energy: -4.47 eV. As for the strongest force on any atom: 7.06 eV/A. Its gap between HOMO and LUMO is 2.2434 eV.

Element x y z (Å)
C -0.77 2.37 3.21
C -0.82 3.46 2.12
C -0.61 2.90 0.67
C -1.68 3.43 -0.33
P -1.02 3.82 -2.04
C -2.49 2.92 -3.03
C -3.80 3.44 -2.67
C -4.24 4.68 -3.08
C -5.46 5.17 -2.69
C -6.29 4.46 -1.88
C -5.89 3.16 -1.48
C -4.69 2.70 -1.89
C 0.42 4.95 -1.51
C 0.12 5.94 -0.36
O -1.17 6.53 -0.41
C 1.24 7.07 -0.41
N 0.76 8.37 -0.87
O -0.41 4.11 -3.70
C 0.63 3.22 -4.02
C 0.40 1.86 -3.26
P 1.90 0.87 -2.67
O 1.24 -0.39 -1.75
Cl 2.95 1.97 -1.25
O -0.14 2.30 -1.97
H -0.37 1.44 2.81
H -0.08 2.72 3.98
H -1.75 2.24 3.68
H -1.71 4.11 2.15
H 0.03 4.12 2.29
H -0.73 1.81 0.79
H 0.41 3.06 0.35
H -2.42 2.61 -0.45
H -2.27 4.26 0.06
H -1.83 5.00 -2.29
H -2.34 3.08 -4.10
H -2.44 1.84 -2.89
H -3.59 5.26 -3.72
H -5.74 6.15 -3.05
H -7.24 4.88 -1.55
H -6.50 2.51 -0.84
H -4.38 1.70 -1.59
H 1.23 4.31 -1.16
H 0.80 5.51 -2.37
H 0.24 5.47 0.61
H -1.31 6.93 -1.27
H 2.03 6.76 -1.10
H 1.64 7.20 0.59
H 0.49 8.38 -1.84
H 0.05 8.75 -0.26
H 1.57 3.69 -3.68
H 0.63 3.04 -5.10
H -0.32 1.16 -3.80
H 0.29 -0.24 -1.61
C 0.59 -4.41 -0.87
C 0.14 -3.64 0.34
O 1.11 -2.65 0.66
O 1.87 -5.00 -0.61
H -0.11 -5.20 -1.13
H 0.69 -3.73 -1.74
H 0.07 -4.30 1.20
H -0.83 -3.16 0.18
H 1.09 -1.95 -0.01
H 2.36 -4.35 -0.07
F 1.19 -5.90 -4.06
C 1.77 -7.12 -3.91
C 1.57 -8.08 -4.88
C 2.16 -9.33 -4.73
C 2.94 -9.59 -3.61
C 3.14 -8.62 -2.65
C 2.55 -7.37 -2.80
H 0.95 -7.85 -5.73
H 2.02 -10.09 -5.48
H 3.41 -10.56 -3.49
H 3.74 -8.83 -1.78
H 2.69 -6.59 -2.06
Na -1.79 0.68 -1.93
Al -5.38 4.76 0.22
O 3.39 -0.17 0.55
P 4.79 -0.41 -0.04
O 4.58 -0.75 -1.51
O 5.44 -1.56 0.70
O 5.61 0.88 0.09
K 2.49 -3.75 -2.21
C 3.69 -11.97 -0.63
O 4.58 -11.26 -1.49
H 2.74 -11.44 -0.60
H 3.52 -12.98 -1.01
H 4.11 -12.03 0.38
H 5.41 -11.74 -1.51
C 0.04 -1.35 7.56
C -0.53 -0.04 8.07
O -1.63 0.40 7.25
C -2.82 -0.13 7.50
O -3.08 -0.93 8.34
C -3.84 0.50 6.55
F -3.36 0.56 5.31
F -4.15 1.75 6.92
F -4.99 -0.19 6.50
H 0.31 -1.25 6.51
H 0.92 -1.63 8.13
H -0.70 -2.15 7.63
H 0.22 0.74 8.00
H -0.84 -0.12 9.11
O 1.91 2.26 2.86
P 1.45 0.91 3.39
O 0.69 0.18 2.29
O 0.56 1.14 4.61
O 2.63 0.04 3.83
Ca 4.28 2.32 -3.54